{
  "formula": "C23H21BCl2NO5",
  "method": "wB97M-V/def2-TZVPD",
  "symbols": ["C", "C", "C", "C", "C", "B", "N", "C", "C", "C", "O", "O", "C", "C", "O", "O", "O", "H", "H", "H", "H", "H", "H", "H", "H", "H", "H", "H", "H", "Cl", "C", "C", "C", "C", "C", "C", "C", "C", "C", "Cl", "C", "C", "C", "C", "H", "H", "H", "H", "H", "H", "H", "H", "H"],
  "coordinates": [[0.2384, -5.6830, -1.1877], [0.4256, -5.1343, 0.1331], [1.1571, -5.5099, 1.2289], [1.0399, -4.4482, 2.1855], [0.2170, -3.4709, 1.6394], [-0.1082, -1.8707, 1.7959], [0.5866, -0.9636, 0.6361], [1.8386, -1.5144, 0.0660], [-0.5066, -0.7235, -0.3808], [-1.7080, -1.4700, 0.1358], [-2.7218, -1.7051, -0.4786], [-1.5361, -1.7943, 1.4531], [0.9868, 0.2965, 1.3945], [1.1213, -0.1592, 2.8255], [1.7719, 0.3548, 3.7073], [0.3720, -1.3068, 3.0323], [-0.1696, -3.9303, 0.3976], [0.8804, -6.5614, -1.2888], [-0.7999, -5.9836, -1.3494], [0.5088, -4.9630, -1.9660], [1.7283, -6.4295, 1.3311], [1.5271, -4.4210, 3.1622], [2.4372, -0.6911, -0.3417], [2.4101, -2.0109, 0.8591], [1.6120, -2.2140, -0.7405], [-0.7333, 0.3587, -0.4399], [-0.2363, -1.0934, -1.3801], [1.9669, 0.6834, 1.0416], [0.2444, 1.1209, 1.2480], [0.3951, 1.5404, 8.0150], [-0.3324, 1.0907, 6.5420], [-0.7104, -0.2487, 6.3281], [-1.2933, -0.6186, 5.1321], [-1.6239, 0.3340, 4.1237], [-2.2398, -0.1319, 2.9426], [-2.8149, 0.7721, 1.9661], [-4.0761, 0.4103, 1.4247], [-4.7231, 1.1784, 0.4725], [-4.0671, 2.2773, -0.0956], [-4.8441, 3.1678, -1.3468], [-2.8428, 2.7012, 0.4416], [-2.2323, 1.9751, 1.4737], [-1.3659, 1.6999, 4.4291], [-0.6411, 2.0578, 5.5722], [-0.4996, -0.9927, 7.0833], [-1.5452, -1.6639, 4.9474], [-2.8044, -1.0516, 3.0931], [-4.5530, -0.4945, 1.8069], [-5.7105, 0.8874, 0.1200], [-2.3826, 3.5930, 0.0266], [-1.3054, 2.3541, 1.8978], [-1.7662, 2.4703, 3.7792], [-0.3186, 3.0883, 5.7298]],
  "nbo_charge": [-0.6628, 0.3082, -0.3253, -0.2644, -0.0307, 0.9497, -0.4044, -0.4079, -0.3358, 0.7992, -0.5241, -0.6800, -0.3402, 0.7775, -0.5259, -0.6831, -0.4607, 0.2394, 0.2377, 0.2229, 0.2378, 0.2326, 0.2104, 0.2495, 0.2394, 0.2465, 0.2648, 0.2602, 0.2484, 0.1204, 0.0604, -0.2516, -0.0596, -0.1211, 0.1451, -0.1896, -0.0867, -0.2261, 0.0206, 0.0897, -0.2340, -0.1771, -0.1068, -0.2443, 0.2525, 0.2378, 0.2468, 0.2387, 0.2552, 0.2478, 0.2221, 0.2286, 0.2522],
  "homo_energy_ha": -0.3873,
  "molar_mass_g_mol": 473.14,
  "gap_ev": 4.89,
  "charge": 1,
  "de_lowest_kj_mol": 0.0
}


{
  "formula": "C23H21Cl2F3N2O6",
  "method": "wB97M-V/def2-TZVPD",
  "symbols": ["O", "C", "O", "C", "C", "C", "C", "C", "Cl", "C", "C", "Cl", "C", "O", "C", "C", "F", "F", "F", "H", "H", "H", "H", "H", "C", "N", "C", "O", "C", "C", "C", "C", "C", "C", "O", "C", "C", "N", "C", "C", "O", "H", "H", "H", "H", "H", "H", "H", "H", "H", "H", "H", "H", "H", "H", "H", "H"],
  "coordinates": [[-1.1179, -3.7333, -2.2616], [-1.7237, -2.6935, -2.4490], [-1.3934, -1.8248, -3.4275], [-2.8650, -2.3704, -1.5879], [-3.1108, -3.0968, -0.4388], [-4.2153, -2.7127, 0.4287], [-4.6461, -3.5450, 1.4711], [-5.6862, -3.1394, 2.3116], [-6.2300, -4.1780, 3.6036], [-6.2844, -1.8922, 2.1164], [-5.8587, -1.0528, 1.0823], [-6.6209, 0.5052, 0.8673], [-4.8301, -1.4661, 0.2245], [-4.4117, -0.6247, -0.7802], [-3.8117, -1.2283, -1.9529], [-4.9005, -1.6801, -2.9656], [-5.6785, -0.6174, -3.3072], [-5.7021, -2.6550, -2.4532], [-4.3279, -2.1587, -4.1031], [-0.6946, -2.2840, -3.9198], [-2.4848, -3.9461, -0.1718], [-4.1801, -4.5117, 1.6392], [-7.0855, -1.5705, 2.7745], [-3.2366, -0.4391, -2.4452], [1.9843, 3.8079, -0.0777], [1.1892, 2.9310, 0.7848], [1.5991, 2.0434, 1.6989], [0.7491, 1.4421, 2.3413], [3.1010, 1.7649, 1.9367], [3.5658, 0.5213, 1.1580], [3.2116, 0.5230, -0.3159], [4.0219, 1.2116, -1.2399], [3.6642, 1.2442, -2.6016], [2.5065, 0.5714, -3.0436], [2.1605, 0.6152, -4.3559], [1.7017, -0.1287, -2.1194], [2.0545, -0.1482, -0.7571], [3.3803, 1.5543, 3.3633], [4.5038, 1.8137, 4.0303], [5.6872, 2.4407, 3.3166], [4.5899, 1.5559, 5.2198], [2.9547, 3.3728, -0.3096], [2.1332, 4.7721, 0.4118], [1.4535, 3.9670, -1.0187], [0.1852, 3.0020, 0.7136], [3.6644, 2.6263, 1.5863], [4.6461, 0.4173, 1.2542], [3.1191, -0.3623, 1.6171], [4.9153, 1.7203, -0.9048], [4.2721, 1.7737, -3.3201], [1.2915, 0.2458, -4.5115], [0.8119, -0.6386, -2.4508], [1.4270, -0.6690, -0.0447], [2.6307, 1.1560, 3.9118], [6.5054, 2.5448, 4.0285], [5.4081, 3.4236, 2.9434], [6.0076, 1.7997, 2.4994]],
  "nbo_charge": [-0.5877, 0.7625, -0.6823, -0.1981, -0.0401, -0.1727, -0.1689, -0.0468, 0.0200, -0.2105, -0.0880, 0.0349, 0.3743, -0.4722, -0.0006, 0.9561, -0.3159, -0.3208, -0.3207, 0.5051, 0.2511, 0.2346, 0.2482, 0.2402, -0.4184, -0.5981, 0.6743, -0.6402, -0.1216, -0.4205, -0.0629, -0.1968, -0.2704, 0.2894, -0.6677, -0.2401, -0.1940, -0.6111, 0.6734, -0.7146, -0.6261, 0.2143, 0.1945, 0.2152, 0.4092, 0.2067, 0.2169, 0.2285, 0.2131, 0.2267, 0.4809, 0.1978, 0.2237, 0.4295, 0.2496, 0.2204, 0.2167],
  "homo_energy_ha": -0.3246,
  "molar_mass_g_mol": 549.33,
  "gap_ev": 7.78,
  "smiles": "O=C(O)C1=Cc2cc(Cl)cc(Cl)c2O[C@@H]1C(F)(F)F.CNC(=O)[C@H](Cc1ccc(O)cc1)NC(C)=O"
}


{
  "formula": "C23H21Cl3N7OPtS",
  "method": "wB97M-V/def2-TZVPD",
  "symbols": ["Pt", "C", "N", "C", "C", "N", "C", "C", "C", "C", "C", "C", "N", "C", "N", "C", "C", "C", "C", "C", "C", "N", "H", "H", "H", "H", "H", "H", "H", "H", "H", "H", "H", "H", "H", "H", "H", "Cl", "C", "C", "C", "Cl", "C", "O", "C", "Cl", "C", "H", "H", "N", "C", "N", "S", "H", "H", "H", "H"],
  "coordinates": [[-0.4847, -1.8432, -0.8142], [-3.3167, -2.2702, 0.4434], [-2.0052, -2.9461, 0.5673], [-1.4303, -3.0116, 1.9258], [-0.2481, -2.1010, 2.0749], [0.3605, -1.5186, 1.0637], [1.4677, -0.8492, 1.5892], [2.4740, -0.1119, 0.9725], [3.5009, 0.3489, 1.7713], [3.5183, 0.1090, 3.1564], [2.5095, -0.5960, 3.7836], [1.4920, -1.0726, 2.9666], [0.3767, -1.8563, 3.2384], [-3.1424, -0.8361, 0.0559], [-2.0694, -0.4008, -0.5621], [-2.2781, 0.9447, -0.8519], [-1.4736, 1.8766, -1.5027], [-1.9886, 3.1465, -1.6560], [-3.2642, 3.4889, -1.1749], [-4.0662, 2.5732, -0.5267], [-3.5431, 1.2934, -0.3784], [-4.0583, 0.1368, 0.2009], [-3.8740, -2.7734, -0.3494], [-3.9003, -2.3646, 1.3618], [-2.1025, -3.8876, 0.2062], [-2.1834, -2.7868, 2.6843], [-1.0886, -4.0324, 2.1104], [2.4744, 0.0598, -0.0958], [4.3341, 0.8660, 1.3136], [4.3679, 0.4422, 3.7386], [2.5333, -0.7992, 4.8455], [0.1125, -2.2254, 4.1390], [-0.4969, 1.6093, -1.8842], [-1.4053, 3.8994, -2.1679], [-3.6286, 4.4956, -1.3246], [-5.0499, 2.8384, -0.1643], [-4.9720, 0.0350, 0.6148], [0.4731, -2.1766, -8.0363], [-0.0733, -2.2856, -6.4458], [0.6609, -1.6232, -5.4293], [0.2240, -1.7099, -4.1494], [1.0980, -0.9073, -2.8818], [-0.9535, -2.4536, -3.7814], [-1.3773, -2.5546, -2.5999], [-1.6665, -3.1067, -4.8642], [-3.0627, -3.9875, -4.4667], [-1.2312, -3.0199, -6.1569], [1.5494, -1.0652, -5.6903], [-1.7702, -3.5133, -6.9536], [5.0727, 5.7276, 3.0562], [4.5834, 4.6086, 3.5480], [4.9475, 4.1474, 4.7288], [3.4201, 3.7138, 2.6091], [5.6183, 6.3667, 3.6198], [4.8984, 5.9917, 2.0982], [5.7035, 4.5661, 5.2548], [4.4341, 3.4009, 5.1697]],
  "lowdin_spin": [1.4301, 0.0062, 0.1404, 0.0096, 0.0152, 0.0574, 0.0129, 0.0031, 0.0131, 0.0140, 0.0017, 0.0053, 0.0023, 0.0078, 0.1496, 0.0141, 0.0012, -0.0008, 0.0004, 0.0010, 0.0059, -0.0010, -0.0004, 0.0025, 0.0024, 0.0017, 0.0010, 0.0003, 0.0008, 0.0005, 0.0001, 0.0004, 0.0001, -0.0001, 0.0000, 0.0004, 0.0006, 0.1244, 0.1990, 0.0400, 0.0979, 0.1051, 0.1409, 0.2776, 0.1255, 0.0494, -0.0160, 0.0000, -0.0027, 0.0348, 0.0833, 0.0290, 0.8020, 0.0019, 0.0037, 0.0016, 0.0027],
  "s_squared": 6.033,
  "multiplicity": 5,
  "homo_energy_ha": [-0.5775, -0.5782],
  "molar_mass_g_mol": 744.97,
  "gap_ev": [8.93, 4.81],
  "charge": 3,
  "de_lowest_kj_mol": 0.0
}


{
  "formula": "C23H21ClN2O3S",
  "method": "wB97M-V/def2-TZVPD",
  "symbols": ["C", "O", "C", "C", "C", "C", "C", "C", "C", "C", "C", "O", "C", "C", "O", "C", "C", "C", "C", "C", "C", "C", "C", "Cl", "N", "C", "S", "N", "C", "C", "H", "H", "H", "H", "H", "H", "H", "H", "H", "H", "H", "H", "H", "H", "H", "H", "H", "H", "H", "H", "H"],
  "coordinates": [[6.5169, -1.2676, 0.1679], [5.8453, -0.1452, -0.3509], [4.4937, -0.2039, -0.4922], [3.6980, -1.2893, -0.1426], [2.3299, -1.2282, -0.3344], [1.7178, -0.1066, -0.8799], [0.2084, -0.1425, -1.0692], [-0.4116, -0.4270, 0.2961], [-1.0297, -1.6357, 0.5729], [-1.5872, -1.9041, 1.8094], [-1.5267, -0.9489, 2.8123], [-2.0749, -1.1402, 4.0406], [-0.8757, 0.2531, 2.5670], [-0.3130, 0.5129, 1.3290], [0.3346, 1.6904, 1.1048], [-0.3619, 1.1373, -1.6943], [-1.8708, 0.9954, -1.9516], [-2.6775, 1.1565, -0.6679], [-2.5666, 2.3954, -0.0348], [-3.2072, 2.6752, 1.1543], [-4.0067, 1.7117, 1.7456], [-4.1711, 0.4950, 1.1177], [-3.5240, 0.2212, -0.0816], [-3.8511, -1.3316, -0.7765], [-2.0792, -0.2209, -2.6933], [-1.2282, -1.2643, -2.7357], [-1.5559, -2.5828, -3.6813], [-0.0925, -1.2011, -2.0170], [2.5185, 0.9765, -1.2195], [3.8835, 0.9300, -1.0273], [6.1929, -1.4941, 1.1889], [7.5725, -1.0010, 0.1770], [6.3728, -2.1498, -0.4640], [4.1267, -2.1832, 0.2819], [1.7271, -2.0755, -0.0391], [-1.0983, -2.3885, -0.1970], [-2.0750, -2.8520, 1.9877], [-2.4897, -2.0107, 4.0782], [-0.8173, 0.9836, 3.3606], [0.3477, 2.2033, 1.9222], [0.1301, 1.2882, -2.6574], [-0.1630, 1.9855, -1.0477], [-2.1751, 1.8298, -2.6034], [-1.9564, 3.1583, -0.4954], [-3.0875, 3.6438, 1.6155], [-4.5081, 1.9093, 2.6801], [-4.8107, -0.2601, 1.5470], [-2.9350, -0.3382, -3.2129], [0.5156, -2.0032, -2.0687], [2.0882, 1.8737, -1.6318], [4.5073, 1.7697, -1.2895]],
  "nbo_charge": [-0.2522, -0.4917, 0.3105, -0.3250, -0.1418, 0.0216, 0.0209, -0.0910, -0.1865, -0.3231, 0.3376, -0.6660, -0.3767, 0.4035, -0.6882, -0.4114, -0.0531, -0.0829, -0.1474, -0.2344, -0.2037, -0.2231, -0.0232, 0.0203, -0.6078, 0.3092, -0.2929, -0.6241, -0.1932, -0.2543, 0.1756, 0.2013, 0.1772, 0.2203, 0.2072, 0.2354, 0.2125, 0.4826, 0.2176, 0.4883, 0.2262, 0.2489, 0.2184, 0.2037, 0.2146, 0.2197, 0.2280, 0.4277, 0.4278, 0.2137, 0.2235],
  "homo_energy_ha": -0.2894,
  "molar_mass_g_mol": 440.95,
  "gap_ev": 8.33,
  "smiles": "COc1ccc([C@@]2(c3ccc(O)cc3O)C[C@H](c3ccccc3Cl)NC(=S)N2)cc1",
  "de_lowest_kj_mol": 14.4
}


Question: What is the formula in the fourth record?
Answer: C23H21ClN2O3S


Please write out number 4 again, unchanged.
{
  "formula": "C23H21ClN2O3S",
  "method": "wB97M-V/def2-TZVPD",
  "symbols": ["C", "O", "C", "C", "C", "C", "C", "C", "C", "C", "C", "O", "C", "C", "O", "C", "C", "C", "C", "C", "C", "C", "C", "Cl", "N", "C", "S", "N", "C", "C", "H", "H", "H", "H", "H", "H", "H", "H", "H", "H", "H", "H", "H", "H", "H", "H", "H", "H", "H", "H", "H"],
  "coordinates": [[6.5169, -1.2676, 0.1679], [5.8453, -0.1452, -0.3509], [4.4937, -0.2039, -0.4922], [3.6980, -1.2893, -0.1426], [2.3299, -1.2282, -0.3344], [1.7178, -0.1066, -0.8799], [0.2084, -0.1425, -1.0692], [-0.4116, -0.4270, 0.2961], [-1.0297, -1.6357, 0.5729], [-1.5872, -1.9041, 1.8094], [-1.5267, -0.9489, 2.8123], [-2.0749, -1.1402, 4.0406], [-0.8757, 0.2531, 2.5670], [-0.3130, 0.5129, 1.3290], [0.3346, 1.6904, 1.1048], [-0.3619, 1.1373, -1.6943], [-1.8708, 0.9954, -1.9516], [-2.6775, 1.1565, -0.6679], [-2.5666, 2.3954, -0.0348], [-3.2072, 2.6752, 1.1543], [-4.0067, 1.7117, 1.7456], [-4.1711, 0.4950, 1.1177], [-3.5240, 0.2212, -0.0816], [-3.8511, -1.3316, -0.7765], [-2.0792, -0.2209, -2.6933], [-1.2282, -1.2643, -2.7357], [-1.5559, -2.5828, -3.6813], [-0.0925, -1.2011, -2.0170], [2.5185, 0.9765, -1.2195], [3.8835, 0.9300, -1.0273], [6.1929, -1.4941, 1.1889], [7.5725, -1.0010, 0.1770], [6.3728, -2.1498, -0.4640], [4.1267, -2.1832, 0.2819], [1.7271, -2.0755, -0.0391], [-1.0983, -2.3885, -0.1970], [-2.0750, -2.8520, 1.9877], [-2.4897, -2.0107, 4.0782], [-0.8173, 0.9836, 3.3606], [0.3477, 2.2033, 1.9222], [0.1301, 1.2882, -2.6574], [-0.1630, 1.9855, -1.0477], [-2.1751, 1.8298, -2.6034], [-1.9564, 3.1583, -0.4954], [-3.0875, 3.6438, 1.6155], [-4.5081, 1.9093, 2.6801], [-4.8107, -0.2601, 1.5470], [-2.9350, -0.3382, -3.2129], [0.5156, -2.0032, -2.0687], [2.0882, 1.8737, -1.6318], [4.5073, 1.7697, -1.2895]],
  "nbo_charge": [-0.2522, -0.4917, 0.3105, -0.3250, -0.1418, 0.0216, 0.0209, -0.0910, -0.1865, -0.3231, 0.3376, -0.6660, -0.3767, 0.4035, -0.6882, -0.4114, -0.0531, -0.0829, -0.1474, -0.2344, -0.2037, -0.2231, -0.0232, 0.0203, -0.6078, 0.3092, -0.2929, -0.6241, -0.1932, -0.2543, 0.1756, 0.2013, 0.1772, 0.2203, 0.2072, 0.2354, 0.2125, 0.4826, 0.2176, 0.4883, 0.2262, 0.2489, 0.2184, 0.2037, 0.2146, 0.2197, 0.2280, 0.4277, 0.4278, 0.2137, 0.2235],
  "homo_energy_ha": -0.2894,
  "molar_mass_g_mol": 440.95,
  "gap_ev": 8.33,
  "smiles": "COc1ccc([C@@]2(c3ccc(O)cc3O)C[C@H](c3ccccc3Cl)NC(=S)N2)cc1",
  "de_lowest_kj_mol": 14.4
}